Entry from OMol25: a structure of composition C24H22Cl2N5O4S3Tl (wB97M-V/def2-TZVPD).

The geometry in XYZ format:
```
61
C24H22Cl2N5O4S3Tl | OMol25 | wB97M-V/def2-TZVPD
Tl 0.48190 0.10258 -1.12524
Cl -3.60248 4.08522 -5.51789
C -2.32832 2.99998 -5.01047
C -2.54534 2.18956 -3.90717
C -1.56893 1.30158 -3.45306
N -1.71743 0.50054 -2.31926
C -2.91434 0.14011 -1.88000
O -4.04883 0.40185 -2.32596
C -2.88570 -0.73396 -0.63275
C -4.02688 -0.77192 0.16903
C -4.02633 -1.55786 1.30519
C -2.89065 -2.29893 1.60844
C -1.80822 -2.20642 0.75144
N -1.79961 -1.44858 -0.34329
C -0.32722 1.23311 -4.15372
C -0.14232 2.05444 -5.26730
C -1.12879 2.93075 -5.69036
Cl -0.82281 3.92303 -7.09782
N 0.64903 0.37279 -3.65237
C 1.61615 -0.10046 -4.42374
O 1.85854 0.10110 -5.63001
C 2.58177 -1.04294 -3.71466
C 3.83725 -1.24962 -4.28732
C 4.72919 -2.10147 -3.66802
C 4.34385 -2.74151 -2.49627
C 3.07688 -2.48359 -2.00377
N 2.21386 -1.65950 -2.59319
H -3.49257 2.22957 -3.39522
H -4.87937 -0.18254 -0.13652
H -4.89398 -1.59024 1.95439
H -2.83138 -2.91399 2.49728
H -0.89436 -2.75456 0.95816
H 0.78429 1.99189 -5.81337
H 4.06341 -0.72892 -5.20661
H 5.71611 -2.26505 -4.08526
H 5.00867 -3.41440 -1.97025
H 2.73482 -2.94969 -1.08457
C 0.54358 -0.65007 6.02112
C 1.26353 -1.57422 5.03773
S 0.87363 -1.42994 3.28150
C 1.61461 0.16524 2.83818
C 0.87522 1.42611 3.24278
S -0.76628 1.66915 2.53681
C -1.83167 0.58013 3.52792
C -1.75005 0.76047 5.04915
S -1.26816 -0.70888 6.01301
H 0.84805 0.38454 5.88518
H 0.84084 -0.93549 7.03398
H 1.02961 -2.61104 5.28875
H 2.34238 -1.44442 5.16884
H 1.68384 0.15352 1.74946
H 2.63765 0.19942 3.22026
H 1.45964 2.24319 2.81224
H 0.84338 1.57230 4.32197
H -1.65131 -0.45728 3.26601
H -2.83571 0.83412 3.18016
H -2.73056 1.02115 5.45063
H -1.08043 1.57626 5.32240
O 3.63244 2.63787 1.99354
N 3.25954 2.71835 0.80060
O 2.04636 2.50754 0.59926
```

The energy above the lowest of the compared OMol25 structures with the same formula, charge and spin is 76.49 kJ/mol. The total charge is -2. The lowest unoccupied orbital energy comes out at 3.61 eV. The calculation puts the HOMO energy at -2.02 eV. Its total energy is -103130.940 eV. The frontier orbital gap comes out at 5.63 eV.